88
Properties=species:S:1:pos:R:3:forces:R:3 method="wB97M-V/def2-TZVPD" max_force_ev_per_a=1.68 charge=-1 multiplicity=1 homo_lumo_gap_ha=0.2557 homo_energy_ev=-5.2582
C 0.278708 0.842475 -0.370748 -0.30 1.58 -0.30
H -0.274348 2.775073 0.196225 0.05 0.01 0.03
H 0.509904 -4.599765 4.980177 0.00 0.13 -0.11
H 3.646828 4.937037 0.398539 0.00 -0.05 -0.01
C -3.574949 4.509862 -3.776754 -0.69 -0.15 -1.44
N -2.975062 4.661426 -2.824021 0.65 0.42 1.19
H -1.144133 -1.910416 -0.129027 0.29 0.23 0.09
C 6.307976 1.151832 2.827054 -0.24 -0.07 -0.21
H -1.003310 -3.882771 5.502620 0.02 0.05 -0.09
S 0.864770 -4.292301 -0.872413 0.58 0.28 -0.04
H -6.336014 3.722250 -5.592707 0.05 0.07 -0.04
H 5.428526 2.617599 1.527795 0.04 0.01 0.10
N 6.579376 -1.429070 2.983583 0.25 -1.60 0.08
H 0.599041 -2.165963 4.711215 0.09 0.00 -0.03
C -1.384179 -2.756613 -0.752824 1.45 0.40 -0.53
O 2.279749 -4.949685 1.780461 0.61 -0.25 -0.05
H 5.754830 1.490809 3.703066 0.03 -0.03 0.06
H -0.542566 1.829359 -3.466976 0.00 -0.01 -0.01
H 6.400875 0.020146 0.228465 -0.02 -0.01 0.05
H 5.155597 7.596726 0.617502 -0.02 -0.01 -0.08
H -2.237033 1.723007 -0.917179 0.05 0.01 0.07
C -5.770674 3.820395 -4.664204 -0.13 -0.22 0.08
H -7.659296 -3.730290 -2.228355 0.00 0.08 -0.06
H -6.284224 4.565650 -4.053989 0.03 0.06 -0.04
H -6.056083 -3.344122 -1.623256 0.02 0.06 -0.05
C 5.688649 5.002245 -0.027743 -1.50 0.60 -0.04
S 1.998808 -3.574282 1.467436 -1.08 -0.50 -0.62
C 5.563826 1.534622 1.543703 -0.09 0.03 -0.25
H 5.749866 1.422959 -0.605627 0.02 0.02 -0.01
H -6.789195 2.152337 -3.738874 0.00 -0.02 -0.02
N -0.374986 -1.010480 7.463988 -0.67 0.91 1.05
H -0.300764 -4.093258 7.896875 0.04 0.04 0.00
H -1.757440 3.196242 -1.747915 0.16 -0.19 0.21
O 0.038412 -5.100034 -0.014832 -0.28 0.00 0.35
H -0.260070 -5.652212 7.082056 0.03 -0.02 0.00
H 4.108503 5.760031 2.834800 0.01 -0.01 0.01
N 1.874365 -3.251468 -0.116246 -0.55 -0.80 0.76
H -6.603447 -5.735516 -1.245133 -0.01 -0.01 0.00
C -0.366128 -3.252158 -1.766236 0.20 0.18 1.49
O 1.619895 -5.024358 -1.853975 0.03 0.18 -0.76
C 6.462140 -0.302058 2.912926 -0.02 1.62 0.13
C 4.815022 6.482943 2.422907 0.00 0.03 -0.01
C 0.055136 -3.976810 5.750560 0.02 -0.28 0.15
H 4.095111 5.978418 -0.952107 -0.01 -0.06 -0.04
H 0.651690 2.674678 -1.302961 0.03 0.01 -0.01
H 7.294175 1.549786 0.237916 -0.01 0.03 -0.02
H 4.637272 -3.452384 1.894595 -0.34 -0.08 -0.14
C -6.593196 -3.903353 -2.391035 -0.05 -0.18 0.17
H -5.226394 -5.592614 -2.325765 0.01 0.02 -0.03
S 3.704581 -2.503277 2.083640 -0.10 0.53 -0.02
H -6.823638 -5.980633 -2.980214 0.01 -0.01 0.00
H 0.111135 -2.452223 -2.308880 0.32 0.18 -0.16
C -6.214329 -3.364717 -3.775001 0.08 -0.07 0.21
H 5.814147 6.047446 2.466923 -0.01 -0.04 -0.03
C 4.437289 6.867402 0.996629 0.01 0.06 0.24
H 3.459913 7.353078 1.001045 -0.02 -0.03 -0.09
O 0.889447 -3.029459 2.223056 0.43 0.68 0.18
H -5.262745 2.556288 -2.967318 0.05 0.00 -0.02
N -2.480625 -3.320141 -0.581643 -1.56 -0.61 0.08
H -3.842430 3.596265 -5.633448 0.04 -0.01 0.00
H -2.260996 1.424171 -3.381392 0.01 0.02 -0.01
C -6.293182 -5.389062 -2.230414 -0.01 0.02 0.00
C 0.714874 -2.596974 5.706747 -0.29 -0.03 -0.01
N -3.658725 -3.651911 -4.160146 1.57 -0.20 -0.27
H -0.892832 -3.933885 -2.410602 0.10 -0.36 -0.53
H 7.296274 1.612890 2.852165 0.03 -0.02 -0.01
N 0.571951 -0.226165 -0.117756 0.42 -1.26 0.34
H -6.456381 -2.304572 -3.849558 0.02 0.02 -0.06
H -1.073399 0.350143 -2.654060 0.03 0.01 0.00
C -1.447536 2.172907 -1.523653 -0.10 0.08 -0.22
C -0.142778 2.203059 -0.722269 -0.17 -0.21 -0.01
C 6.298348 1.105016 0.280526 0.02 -0.04 0.01
C 4.382368 5.663688 0.050748 0.16 0.15 0.07
H -2.523237 -4.111401 -1.224305 -0.28 -0.18 0.05
H 4.812921 7.361462 3.068058 -0.03 -0.01 0.01
H -6.762837 -3.891634 -4.556958 0.00 -0.01 -0.03
H -4.404700 5.265071 -5.533861 0.06 0.02 -0.01
C 0.195079 -4.661357 7.106913 -0.05 0.01 -0.02
C -4.778565 -3.531410 -4.015846 -1.57 0.30 0.16
H 4.568764 1.084648 1.553160 0.01 -0.03 0.08
H 1.246097 -4.779687 7.379597 0.00 -0.01 0.01
H 1.781638 -2.676268 5.918705 0.03 0.05 -0.01
H -5.268991 1.712222 -4.520607 0.01 -0.01 0.02
C -5.768624 2.483056 -3.930880 -0.02 0.03 -0.01
C -4.360269 4.316581 -4.999128 -0.16 -0.02 0.17
N 6.702306 4.491692 -0.076793 1.43 -0.62 -0.04
C -1.319036 1.398593 -2.830131 -0.03 -0.03 0.03
C 0.103162 -1.696830 6.693393 0.82 -0.86 -1.14

82
Properties=species:S:1:pos:R:3:forces:R:3 method="wB97M-V/def2-TZVPD" max_force_ev_per_a=1.63 charge=+1 multiplicity=1 homo_lumo_gap_ha=0.3323 homo_energy_ev=-11.3246
O -4.710300 -6.097500 -1.070225 0.02 -0.03 -0.08
H 1.585977 4.623044 -0.628819 0.05 -0.04 0.09
H 0.147635 0.728105 -0.460960 -0.33 -0.07 -0.21
O -0.383613 0.244794 9.233677 0.01 -0.03 0.06
O 5.674251 3.484196 -2.717066 -0.13 -0.02 0.11
H -2.756160 -7.694492 1.029268 0.02 0.08 0.05
O 3.832899 4.501028 -3.277138 -0.53 -0.48 0.10
H 0.536828 3.829272 -2.488550 0.03 0.16 0.19
H -0.062856 3.182959 4.814815 0.00 0.01 0.00
H 0.505854 1.130760 -4.209634 -0.03 0.24 -0.14
H -2.748471 1.803988 -2.849369 -0.01 -0.02 -0.02
C -0.579082 1.113373 8.435124 0.08 0.06 0.00
H -4.643190 -2.173668 -1.070783 -0.06 0.02 -0.16
H 7.109750 2.431797 -1.797298 -0.02 0.04 0.01
N 1.341035 3.261904 -2.221564 0.47 0.01 0.00
H -1.222011 -2.847397 -2.291243 -0.01 -0.01 0.00
H -3.282932 -3.286983 -1.024297 -0.08 -0.08 -0.06
H -0.704877 2.259447 -0.875968 -0.14 -0.35 -0.08
H 3.358108 -0.617432 0.454954 0.03 0.03 -0.07
H 2.932815 3.508404 -0.844696 -0.02 -0.03 -0.10
H 3.301474 0.333484 -1.016741 0.02 -0.02 0.00
H 6.048139 1.431274 -2.767566 -0.03 0.02 -0.03
H 8.124544 3.431838 -3.824304 0.03 -0.01 0.02
C 6.595347 2.374793 -2.753435 0.17 -0.13 -0.03
C 1.194888 2.571504 0.108172 -1.12 -1.07 -0.52
C -1.561076 -1.825636 -2.413392 0.21 -0.05 -0.01
O -0.612325 0.775912 7.122102 -0.05 -0.06 -0.04
C -0.672239 -0.853759 -2.837227 0.05 -0.09 0.02
C -3.293866 -0.195971 -2.313632 -0.14 -0.02 0.04
H -1.262541 3.182692 8.127590 0.06 0.01 -0.02
H 1.773082 1.191258 -2.306815 0.13 0.16 0.17
P 2.494609 1.516108 0.973715 0.70 0.71 0.31
H 0.783408 0.089109 2.029154 -0.07 0.09 0.08
H -7.252923 -5.753414 -0.260080 -0.02 -0.01 -0.02
H -6.176524 -6.877817 -2.188377 0.02 0.02 -0.01
H -7.711911 -7.462056 -0.316439 -0.01 0.00 -0.02
C 4.567451 3.548383 -3.446262 0.45 0.15 -0.20
C -5.793968 -7.032095 -1.181367 -0.11 -0.05 0.00
C 4.293449 2.502747 -4.503827 -0.08 -0.12 0.21
H 3.219417 2.336683 -4.579039 -0.01 0.09 -0.07
C -1.081325 0.468036 -2.981699 0.16 -0.06 -0.14
C -2.402817 0.782263 -2.728761 -0.16 0.16 0.06
C -0.727289 2.561712 8.840404 -0.21 -0.01 -0.05
H 0.598315 3.163094 6.455192 -0.06 0.05 -0.01
C -3.823906 -2.586411 -1.660556 0.15 -0.02 0.26
H -1.809683 2.313131 6.388020 0.02 0.02 0.03
H -4.397762 -8.178292 0.597199 -0.05 0.03 0.03
C 7.580235 2.491065 -3.894112 -0.08 0.12 -0.06
H -0.790765 2.460150 1.426019 0.00 -0.14 0.03
C 2.734990 0.069199 -0.123806 -0.03 -0.20 0.06
H -4.135965 -6.887589 1.778245 -0.01 0.01 0.01
C 0.894179 1.826372 -2.216081 -0.53 -0.32 -0.03
C 0.254887 1.737128 -0.841500 0.77 0.86 0.55
O -2.782854 -5.475835 -0.249715 0.10 0.01 0.04
H -6.518990 -6.900156 0.858399 0.00 -0.05 -0.01
C 1.606701 0.731590 2.357581 -0.16 -0.36 -0.42
H -4.326232 0.076848 -2.125329 0.02 -0.04 0.02
H 8.295706 1.670838 -3.851108 0.01 -0.01 0.02
C -3.699672 -6.252396 -0.195313 -0.07 0.06 0.08
H 7.086332 2.461843 -4.865766 0.00 -0.06 0.01
C 1.845428 3.585719 -0.835800 0.00 0.30 0.14
C -0.075324 1.519280 -3.370069 0.35 -0.17 -0.14
H -5.419150 -8.054690 -1.136306 0.02 0.00 0.03
H 4.778600 1.547317 -4.328142 0.05 0.03 -0.03
H 0.353590 -1.137778 -3.053707 0.01 0.04 -0.02
S 0.121526 3.429316 1.310228 0.27 0.47 0.14
H -0.567638 2.438623 -3.699875 -0.12 -0.05 0.02
H 1.041805 1.893226 5.328752 -0.02 -0.03 -0.01
H 1.252171 1.487773 3.050769 0.05 -0.07 0.09
H 2.345919 0.088479 2.840326 -0.07 0.10 0.14
H 0.269154 2.976426 8.990441 0.02 0.00 0.01
H 4.633340 2.898418 -5.460316 0.01 0.02 -0.02
C -3.766235 -7.333699 0.855448 0.05 -0.16 -0.16
C -2.886340 -1.513372 -2.133815 -0.22 0.05 -0.02
H 1.830134 -0.478222 -0.397008 0.00 0.03 -0.04
H -4.229783 -3.167317 -2.490772 -0.05 0.08 0.00
H -1.255745 2.588508 9.789279 0.08 -0.03 0.05
C 0.221161 2.536498 5.647213 0.09 -0.01 0.08
H -1.299391 1.065513 5.270683 0.00 -0.02 0.01
C -0.959531 1.697499 6.091047 0.00 0.05 -0.09
C -6.881699 -6.773287 -0.161653 0.07 0.08 0.06
H 2.103827 3.502544 -2.866495 0.01 0.07 -0.31